#A
This record from the OMol25 dataset describes a 2-piece molecular cluster, C2HFN2O2 overall. The level of theory is ωB97M-V/def2-TZVPD.

Each line ends with the natural charge from an NBO analysis.
CARTESIAN COORDINATES (ANGSTROEM)
C -0.49707 0.93865 0.64720  0.57
C -0.68723 -0.41266 1.15194  0.60
N -0.10582 -0.11360 -0.14393  -0.31
N 0.15979 -0.66891 -1.28801  0.26
O -0.71408 2.09737 0.72015  -0.46
O -0.80016 -1.23454 2.00593  -0.44
F 0.19056 0.31459 -2.35565  -0.24
H 2.45402 -0.92090 -0.73763  0.02

Results
Frontier orbital gap (spin up / spin down)   8.52 / 9.94 eV

#B
This record from the OMol25 dataset describes a 2-piece molecular cluster, C2HFN2O2 overall. The level of theory is ωB97M-V/def2-TZVPD.

Each line ends with the natural charge from an NBO analysis.
CARTESIAN COORDINATES (ANGSTROEM)
C -1.19195 0.07084 -0.91884  0.14
C 0.15624 -0.02017 -0.45822  0.34
N -2.28363 0.07429 -1.20256  -0.18
N 0.48515 0.33214 1.02757  0.51
O 1.58526 0.84396 1.17166  -0.34
O -0.38067 0.22295 1.81865  -0.31
F 1.06423 0.41217 -1.32435  -0.28
H 0.56537 -1.93617 -0.11390  0.12

Results
Frontier orbital gap (spin up / spin down)   9.01 / 9.04 eV

It is #A that is the least stable of them.

#A
This record from the OMol25 dataset describes a 2-piece molecular cluster, CH9N2O overall. The level of theory is ωB97M-V/def2-TZVPD.

Each line ends with the natural charge from an NBO analysis.
CARTESIAN COORDINATES (ANGSTROEM)
O 2.31519 0.41071 0.43888  -0.97
H 2.97731 0.96382 0.84745  0.50
H 0.61930 0.80744 -0.31180  0.48
H 2.85898 -0.14397 -0.12942  0.49
N -0.23736 0.59350 -0.84169  -0.70
C -0.77809 -0.59833 -0.14561  -0.08
N -1.50061 -0.17940 1.08904  -0.79
H -0.05435 0.34017 -1.80908  0.44
H -0.76252 1.45646 -0.89950  0.45
H -0.00272 -1.29876 0.14688  0.23
H -1.44215 -1.16379 -0.80710  0.20
H -2.47801 -0.14106 0.79747  0.37
H -1.51498 -1.04678 1.62449  0.38

Results
Frontier orbital gap   11.57 eV
Total charge   +1

#B
This record from the OMol25 dataset describes a 2-piece molecular cluster, CH9N2O overall. The level of theory is ωB97M-V/def2-TZVPD.

Each line ends with the natural charge from an NBO analysis.
CARTESIAN COORDINATES (ANGSTROEM)
O -1.27545 -1.99368 -1.38720  -0.98
H -2.14599 -2.37917 -1.21563  0.50
H -0.24435 -0.80423 -0.10441  0.47
H -1.02731 -2.40152 -2.23495  0.50
N 0.59349 -0.44187 0.35854  -0.70
C 0.34429 0.93823 1.01207  -0.03
N 0.50077 1.89433 -0.01189  -0.85
H 1.42760 -0.37875 -0.23957  0.45
H 0.81968 -1.10987 1.09824  0.43
H 1.17011 1.06660 1.70788  0.22
H -0.65343 0.84240 1.43403  0.20
H -0.24019 1.93805 -0.69967  0.39
H 0.73079 2.82948 0.28254  0.41

Results
Frontier orbital gap   11.24 eV
Total charge   +1

It is #A that is the least stable of them.

#A
This record from the OMol25 dataset describes a 3-piece molecular cluster, C9H11N4 overall. The level of theory is ωB97M-V/def2-TZVPD.

Each line ends with the natural charge from an NBO analysis.
CARTESIAN COORDINATES (ANGSTROEM)
C -3.32973 -0.60679 -0.31259  -0.13
C -2.29163 -1.54054 0.02885  -0.19
C -3.02033 0.66966 -0.73340  -0.21
C -0.96484 -1.01754 0.23953  -0.14
C -1.75095 1.14196 -0.54289  -0.12
C 3.42847 -1.33487 -0.26275  -0.10
C 2.12920 -1.26063 -0.66494  -0.06
C -0.70178 0.26155 -0.17101  -0.20
C 0.62648 0.81458 -0.13413  0.61
N 3.81673 -0.09772 0.23230  -0.13
N 2.82156 0.65748 0.31706  -0.05
N 1.71318 0.02014 -0.12743  -0.27
N 0.82738 2.07331 -0.05303  -0.66
H -4.28750 -1.07959 -0.56535  0.25
H -2.54450 -2.52111 0.51824  0.25
H -3.78165 1.45043 -1.01200  0.25
H -0.21151 -1.65905 0.64180  0.23
H -1.37818 2.20241 -0.63153  0.20
H 4.22001 -2.16682 -0.33507  0.27
H 1.37173 -2.01155 -1.13474  0.28
H 0.33764 0.60398 2.19671  -0.03
H 0.01168 2.58581 0.07612  0.42
H 1.09575 0.33268 2.45414  0.04
H 1.86278 2.48221 -0.02388  0.49

Results
Frontier orbital gap   8.60 eV
Total charge   +1

#B
This record from the OMol25 dataset describes an isolated ion of composition C9H11N4 and charge +1. The level of theory is ωB97M-V/def2-TZVPD.

Each line ends with the natural charge from an NBO analysis.
CARTESIAN COORDINATES (ANGSTROEM)
C -3.36406 -0.90179 -0.63863  -0.60
C -1.78724 -0.90950 -0.69695  -0.22
N -1.45034 0.47077 -0.65214  -0.15
C -2.05569 1.58345 -1.01038  0.23
N -1.28528 2.70947 -0.93245  -0.23
N -0.15065 2.31796 -0.46891  0.11
N 0.02784 1.11815 -0.30828  0.08
C 1.11113 0.44616 0.26850  0.04
C 1.39701 -0.85060 -0.04180  -0.17
C 2.54545 -1.53299 0.47646  -0.19
C 3.34111 -0.86328 1.32914  -0.14
C 3.13316 0.53471 1.59012  -0.18
C 2.04317 1.16915 1.10838  -0.17
H -3.92921 -0.75810 -1.56631  0.24
H -3.71221 -0.12297 -0.09401  0.22
H -3.62291 -1.75626 -0.18083  0.24
H -1.33112 -1.25283 -1.55403  0.23
H -1.19358 -1.32111 0.06536  0.24
H -2.99091 1.83269 -1.38373  0.26
H 0.82689 -1.37460 -0.75087  0.21
H 2.84681 -2.48385 0.36306  0.23
H 4.12300 -1.48493 1.64145  0.23
H 3.71031 1.24880 2.15536  0.25
H 1.76731 2.18150 1.28150  0.24

Results
Frontier orbital gap   8.82 eV
Structure (SMILES)   CCn1cnn[n+]1-c1ccccc1
Total charge   +1

It is #B that is the least stable of them.

#A
This record from the OMol25 dataset describes one molecule with the formula C3H3ClOS. The level of theory is ωB97M-V/def2-TZVPD.

Each line ends with the natural charge from an NBO analysis.
CARTESIAN COORDINATES (ANGSTROEM)
O -2.10199 -0.53857 0.11113  -0.47
C -1.17491 -0.56775 -0.62405  0.52
Cl -1.30922 -0.94397 -2.32522  -0.03
C 0.29728 -0.17937 -0.27900  -0.35
C 0.64334 0.63160 0.91969  -0.50
S 1.83958 -0.72942 0.86397  0.13
H 0.79346 0.12561 -1.19293  0.24
H 1.05850 1.62173 0.77227  0.23
H -0.04604 0.58014 1.75414  0.24

Results
Frontier orbital gap   8.83 eV
Structure (SMILES)   O=C(Cl)[C@H]1CS1

#B
This record from the OMol25 dataset describes one molecule with the formula C3H3ClOS. The level of theory is ωB97M-V/def2-TZVPD.

Each line ends with the natural charge from an NBO analysis.
CARTESIAN COORDINATES (ANGSTROEM)
C -0.55189 0.34263 -0.78282  -0.66
C -0.02505 1.09187 0.29898  0.43
C 0.24099 -1.48783 0.75352  -0.29
O 0.32205 0.66151 1.33729  -0.44
S 0.66391 -1.04911 -0.95830  0.22
Cl 1.46103 -2.36383 1.45788  0.06
H -0.68056 0.97354 -1.71602  0.25
H -1.40268 -0.34233 -0.43289  0.31
H -0.02780 2.17354 0.04237  0.12

Results
Frontier orbital gap   8.10 eV

It is #B that is the least stable of them.

#A
This record from the OMol25 dataset describes a 2-piece molecular cluster, C3H3ClOS overall. The level of theory is ωB97M-V/def2-TZVPD.

Each line ends with the natural charge from an NBO analysis.
CARTESIAN COORDINATES (ANGSTROEM)
Cl 0.45484 2.11421 -0.29415  0.10
C -0.70005 0.94412 -0.24094  -0.08
C -1.56678 0.15754 -0.81566  -0.22
C -1.12344 -0.27777 0.53956  -0.39
H -2.17751 0.37534 -1.62639  0.23
H -1.72638 -0.05804 1.53242  0.17
H -0.42776 -1.04739 0.64971  0.19
O 3.14053 -1.57857 -0.13509  -0.68
S 4.12656 -0.62944 0.39054  0.68

Results
Frontier orbital gap (spin up / spin down)   7.66 / 7.67 eV
Structure (SMILES)   ClC1=CC1.O=S

#B
This record from the OMol25 dataset describes a 2-piece molecular cluster, C3H3ClOS overall. The level of theory is ωB97M-V/def2-TZVPD.

Each line ends with the natural charge from an NBO analysis.
CARTESIAN COORDINATES (ANGSTROEM)
Cl -1.03754 2.77031 -0.86839  0.10
C -0.76086 1.25562 -0.25755  -0.08
C -0.47000 -0.00676 -0.32799  -0.21
C -0.68500 0.47991 1.11432  -0.44
H -0.27427 -0.90188 -0.91450  0.23
H -1.59975 0.02956 1.48612  0.19
H 0.25245 0.33228 1.64473  0.19
O 2.10958 -2.18618 -1.63725  -0.67
S 2.46538 -1.77287 -0.23949  0.67

Results
Frontier orbital gap (spin up / spin down)   7.48 / 7.55 eV
Structure (SMILES)   ClC1=CC1.O=S

It is #A that is the least stable of them.

#A
This record from the OMol25 dataset describes an isolated ion of composition C7H13N3 and charge +2. The level of theory is ωB97M-V/def2-TZVPD.

Each line ends with the natural charge from an NBO analysis.
CARTESIAN COORDINATES (ANGSTROEM)
C -1.91571 2.06156 -0.25793  0.13
N -2.81972 1.17047 -0.05926  -0.44
C -2.61782 -0.16489 0.30009  0.28
N -1.59581 -1.00672 0.15817  -0.43
C -0.24834 -1.09989 0.04321  0.43
C 0.22693 -2.54256 -0.24681  -0.73
N 0.51309 -0.07543 -0.05857  -0.32
C 1.84674 -0.08808 0.19349  -0.03
C 2.66945 0.95325 -0.63859  -0.30
C 2.30357 1.30218 0.75367  -0.30
H -2.07928 3.04459 -0.77232  0.26
H -0.93644 2.02524 0.01922  0.23
H -3.74933 1.50454 -0.26007  0.48
H -3.46259 -0.56641 0.62572  0.23
H -1.76743 -2.00089 0.32435  0.47
H -0.48438 -3.28039 -0.44191  0.26
H 0.66547 -2.93198 0.73211  0.28
H 1.05666 -2.62302 -0.98452  0.29
H 2.26244 -0.95343 0.44468  0.22
H 2.04216 1.31875 -1.50092  0.25
H 3.58495 0.62899 -0.82811  0.25
H 2.91749 1.20344 1.54439  0.26
H 1.58792 2.12069 0.90992  0.24

Results
Frontier orbital gap (spin up / spin down)   6.03 / 7.23 eV
Structure (SMILES)   C=[NH+]/C=[NH+]\C(C)=N\C1CC1
Total charge   +2

#B
This record from the OMol25 dataset describes an isolated ion of composition C7H13N3 and charge +2. The level of theory is ωB97M-V/def2-TZVPD.

Each line ends with the natural charge from an NBO analysis.
CARTESIAN COORDINATES (ANGSTROEM)
H 0.03029 -1.00917 3.03754  0.41
N -0.02727 -0.06789 2.56396  -0.42
C 0.04946 -0.10510 1.34270  0.25
C 0.07722 1.12860 0.45280  0.45
C 0.13506 2.47284 0.95523  -0.73
N 0.23945 0.78225 -0.76197  -0.28
C 0.39528 1.60430 -1.88884  -0.46
C -0.18128 -0.80390 -0.88362  0.70
N -0.97463 -1.17991 -1.79671  -0.65
C 0.34811 -1.33086 0.34276  -0.40
C -0.03445 -2.71333 0.86734  -0.63
H 0.53590 2.30095 1.92318  0.31
H -0.77027 3.13370 0.87349  0.34
H 0.62245 3.08041 0.20895  0.28
H 1.12980 2.28348 -1.54759  0.26
H -0.44396 2.24430 -2.13099  0.26
H 0.66029 0.86736 -2.74552  0.25
H -1.70009 -1.91003 -1.70474  0.50
H -1.29149 -0.47444 -2.50487  0.46
H 1.41672 -1.18260 0.26082  0.31
H -1.05798 -2.74831 1.13913  0.24
H 0.59795 -2.82668 1.80058  0.26
H 0.24343 -3.54598 0.19637  0.27

Results
Frontier orbital gap   9.29 eV
Structure (SMILES)   [H]/N=C1/C(C)=[N+](C)C(=[NH2+])[C@@H]1C
Total charge   +2

It is #A that is the least stable of them.